Entry 1:
ORCA calculation (the ωB97M-V functional and the def2-TZVPD basis) on a cluster of 2 separate species, C6H13N in total.

As for the energy relative to the best compared isomer or geometry (same formula, charge and spin): 3.5110 eV. The total energy is -7919.32212 eV.

```
20
Properties=species:S:1:pos:R:3:forces:R:3
C -1.923 1.991 0.199 0.0 0.0 -0.1
C -0.916 1.043 0.814 -0.2 0.2 0.2
N -0.683 -0.226 0.123 0.2 0.0 0.0
C -1.331 -1.267 -0.313 0.0 0.0 0.0
C 0.333 0.621 0.143 -0.2 -0.1 -0.2
C 1.955 -2.242 0.555 0.0 0.0 0.0
C 1.173 1.100 -0.989 0.1 0.0 0.0
H -2.953 1.760 0.492 0.1 0.0 0.0
H -1.698 3.008 0.538 -0.1 -0.1 0.0
H -1.857 1.975 -0.894 0.0 0.0 0.2
H -0.969 0.964 1.904 0.0 0.0 -0.1
H -0.864 -1.911 -1.048 0.0 0.1 0.1
H 1.137 -2.866 0.923 0.1 0.1 0.0
H -2.286 -1.512 0.133 0.1 0.1 -0.1
H 1.775 -1.204 0.850 0.1 -0.2 0.0
H 2.903 -2.592 0.967 -0.1 0.0 -0.1
H 1.988 -2.304 -0.538 0.0 0.0 0.2
H 0.576 1.508 -1.822 0.0 -0.1 0.1
H 1.777 0.276 -1.386 -0.1 0.1 0.1
H 1.863 1.879 -0.652 -0.1 -0.1 0.0
```
Forces are in eV/Å.



Entry 2:
ORCA calculation (the ωB97M-V functional and the def2-TZVPD basis) on the ion C6H13N with charge +1.

As for the energy relative to the best compared isomer or geometry (same formula, charge and spin): 2.5937 eV. The charge is +1. The total energy is -7912.61904 eV. The multiplicity is 2.

```
20
Properties=species:S:1:pos:R:3:forces:R:3
C -2.416 0.957 0.130 -1.9 3.1 -1.3
C -1.434 0.669 -0.930 3.0 1.8 0.5
C -0.666 -0.645 -0.803 1.3 -0.4 0.5
C 0.659 -0.574 -0.057 0.3 -1.1 -2.9
C 0.637 -0.171 1.229 2.9 1.1 5.0
N 1.825 -0.012 2.098 -1.4 -0.3 -3.2
C 1.992 -0.917 -0.774 0.5 -0.1 -1.3
H -3.190 0.223 0.252 -0.4 -0.5 -0.2
H -2.069 1.228 1.078 1.0 0.1 1.6
H -2.913 1.962 -0.187 0.4 -1.8 0.5
H -0.528 1.533 -0.979 -2.9 -1.9 -0.4
H -1.919 0.466 -1.874 -0.3 1.0 -0.3
H -1.371 -1.383 -0.299 1.1 0.3 -1.1
H -0.376 -0.697 -1.852 -0.1 -1.7 0.1
H -0.241 0.175 1.809 0.4 -0.1 -1.0
H 2.693 -0.571 1.914 -1.3 0.7 -0.2
H 2.037 0.993 2.146 -0.2 -0.4 1.1
H 2.908 -0.349 -0.523 -0.9 0.3 0.4
H 2.103 -0.965 -1.949 -1.3 0.1 2.3
H 2.271 -1.922 -0.429 -0.3 -0.2 -0.1
```
Forces are in eV/Å.



Entry 3:
ORCA calculation (the ωB97M-V functional and the def2-TZVPD basis) on a cluster of 2 separate species, C6H13N2 in total.

As for the energy relative to the best compared isomer or geometry (same formula, charge and spin): 2.8544 eV. The charge is +1. The total energy is -9404.01321 eV.

```
21
Properties=species:S:1:pos:R:3:forces:R:3
C 0.237 -2.199 -0.667 -0.4 -0.8 -0.2
C -2.597 -0.527 0.676 -0.3 0.1 0.2
C 0.731 -1.095 -0.255 0.0 0.3 0.1
C 2.086 0.739 -0.851 0.6 0.6 -0.8
C 1.456 0.302 1.501 -0.1 0.2 1.2
C -1.722 1.189 -0.641 -0.2 0.4 -0.2
N 1.396 -0.095 0.110 -0.2 -0.6 -0.2
N -1.630 -0.084 0.012 0.5 -0.2 0.0
H -0.806 -2.304 -0.927 0.0 0.2 0.0
H 0.839 -3.092 -0.747 0.3 0.0 0.0
H -3.539 0.010 0.799 0.0 0.1 0.0
H -2.506 -1.486 1.164 0.0 -0.3 0.1
H 3.159 0.701 -0.648 -0.1 0.0 0.0
H 1.902 0.383 -1.862 0.0 0.0 0.1
H 1.752 1.773 -0.764 -0.1 -0.1 0.1
H 0.575 0.893 1.762 0.1 0.0 -0.2
H 1.479 -0.574 2.148 0.0 0.0 -0.1
H 2.350 0.902 1.667 0.0 -0.1 -0.1
H -2.662 1.715 -0.446 0.0 0.0 0.0
H -1.613 1.035 -1.716 0.0 0.1 0.0
H -0.888 1.813 -0.312 0.0 0.1 0.0
```
Forces are in eV/Å.



Entry 4:
ORCA calculation (the ωB97M-V functional and the def2-TZVPD basis) on the ion C6H13N2 with charge +1.

As for the energy relative to the best compared isomer or geometry (same formula, charge and spin): 2.6823 eV. The charge is +1. Its SMILES is CC(=[NH2+])N(C)C1CC1. The total energy is -9404.18537 eV.

```
21
Properties=species:S:1:pos:R:3:forces:R:3
C -1.288 -1.399 1.082 0.1 -0.3 3.3
C -1.122 0.002 0.795 3.0 3.9 -3.0
N -1.917 0.907 1.396 -0.8 2.5 -0.3
N -0.147 0.469 -0.229 -3.4 -2.7 4.1
C -0.276 1.821 -0.678 -3.9 2.3 1.6
C 0.673 -0.560 -0.908 -0.3 2.0 0.1
C 2.030 -0.071 -1.250 0.9 -1.4 0.9
C 1.868 -1.149 -0.218 -0.8 -1.3 -0.6
H -0.802 -1.775 2.126 -0.4 1.1 -2.6
H -0.908 -1.901 0.218 -0.5 -1.2 -0.1
H -2.337 -1.407 1.441 0.2 -1.1 -1.0
H -2.924 0.774 1.608 1.3 -1.0 0.2
H -1.824 1.979 1.364 0.6 -2.5 -0.5
H -0.390 2.643 0.162 0.8 -1.9 -1.2
H 0.492 2.142 -1.281 1.8 0.3 -1.3
H -1.271 2.006 -1.231 1.4 -0.6 0.4
H 0.204 -1.110 -1.712 -0.5 -0.2 0.3
H 2.361 0.821 -0.859 0.3 2.1 0.9
H 2.616 -0.325 -2.095 -0.3 -0.4 -1.1
H 1.924 -2.131 -0.665 0.7 -0.3 0.3
H 2.077 -1.159 0.850 -0.1 0.7 -0.3
```
Forces are in eV/Å.



Entry 5:
ORCA calculation (the ωB97M-V functional and the def2-TZVPD basis) on a cluster of 2 separate species, C6H13N2 in total.

As for the energy relative to the best compared isomer or geometry (same formula, charge and spin): 2.8773 eV. The charge is +1. The total energy is -9403.99040 eV.

```
21
Properties=species:S:1:pos:R:3:forces:R:3
C -0.837 2.231 -0.359 0.2 0.8 -0.2
C 2.736 0.612 0.648 0.3 0.1 0.2
C -1.241 1.061 -0.057 0.2 -0.5 0.1
C -2.329 -0.966 -0.605 -0.7 -0.7 -0.8
C -1.168 -0.655 1.544 0.4 -0.4 1.1
C 2.062 -0.689 -1.159 0.2 -0.2 -0.2
N -1.559 -0.104 0.264 0.1 0.8 -0.1
N 1.822 0.310 -0.156 -0.6 0.2 0.1
H 0.131 2.357 -0.828 0.1 -0.2 0.0
H -1.405 3.130 -0.176 -0.3 0.0 0.1
H 3.731 0.164 0.652 0.0 -0.1 -0.1
H 2.541 1.369 1.394 0.0 0.2 0.2
H -3.342 -1.072 -0.213 0.1 0.1 0.1
H -2.376 -0.554 -1.611 0.0 0.0 0.1
H -1.870 -1.954 -0.638 0.1 0.1 0.0
H -2.049 -1.013 2.079 0.0 0.1 -0.1
H -0.490 -1.494 1.383 -0.1 0.1 -0.1
H -0.655 0.096 2.141 -0.1 0.0 -0.1
H 1.274 -1.441 -1.095 0.0 -0.1 -0.1
H 3.038 -1.177 -1.072 0.0 0.0 0.0
H 1.987 -0.215 -2.138 0.0 -0.1 -0.1
```
Forces are in eV/Å.



Entry 6:
ORCA calculation (the ωB97M-V functional and the def2-TZVPD basis) on a cluster of 2 separate species, C6H13N2O3S in total.

As for the energy relative to the best compared isomer or geometry (same formula, charge and spin): 4.5409 eV. The charge is +1. The total energy is -26375.81513 eV.

```
25
Properties=species:S:1:pos:R:3:forces:R:3
C -2.485 -2.541 -2.062 2.4 -0.1 0.2
C -2.127 -2.024 -0.885 2.0 -0.4 -2.9
C -0.231 -0.565 -0.021 1.4 2.1 2.0
C 2.887 0.053 0.145 -2.8 -1.4 2.4
C 0.924 2.614 -1.182 -2.1 0.8 -0.1
C -0.213 0.410 2.813 0.2 -3.0 -0.4
N 1.810 0.595 -0.638 -1.2 1.1 -0.2
N -0.750 -1.421 -0.784 -2.3 0.1 -0.8
O -1.670 1.511 0.712 1.3 -2.1 1.7
O -2.348 -0.744 1.443 -1.1 -0.8 1.9
O 1.608 1.846 -0.250 1.6 -2.2 1.3
S -1.317 0.217 1.344 1.3 2.4 -3.0
H -3.254 -3.240 -2.101 -1.9 -0.4 0.1
H -1.873 -2.635 -2.981 -0.1 0.7 0.7
H -2.696 -2.099 -0.034 -0.8 0.0 1.7
H 3.766 0.290 -0.304 2.6 0.8 -1.8
H 2.943 0.483 1.153 -0.2 -0.2 -0.1
H 2.781 -1.041 0.178 0.1 0.4 0.0
H 1.145 3.654 -0.995 0.4 0.1 0.1
H -0.162 2.504 -1.002 0.4 -0.2 -0.3
H 1.239 2.297 -2.137 0.0 -0.1 -1.2
H 0.846 0.434 2.555 0.0 -0.8 -1.0
H -0.222 1.391 3.154 -1.4 1.7 1.2
H -0.351 -0.483 3.531 -0.2 1.8 -1.0
H -0.250 -1.506 -1.650 0.5 -0.6 -0.6
```
Forces are in eV/Å.



Entry 7:
ORCA calculation (the ωB97M-V functional and the def2-TZVPD basis) on the ion C6H13N2OS with charge +1.

As for the energy relative to the best compared isomer or geometry (same formula, charge and spin): 2.5602 eV. The charge is +1. The total energy is -22286.89300 eV.

```
23
Properties=species:S:1:pos:R:3:forces:R:3
C 2.172 0.398 0.082 3.5 0.3 -0.1
C -1.273 0.904 0.652 0.8 1.1 2.9
C -1.639 -0.264 -0.085 -0.1 0.1 -0.2
C 3.519 -0.168 -0.224 -0.3 -4.1 0.5
C -2.922 -0.184 -0.834 -1.1 1.4 -0.1
C -1.179 -1.668 0.337 -0.8 1.8 1.9
N 1.178 -0.098 -0.691 0.5 -2.4 -2.6
N 1.939 1.296 0.879 -0.6 3.1 3.3
O -2.048 2.032 0.749 0.8 -0.1 -0.1
S -0.190 0.692 -0.978 -2.3 1.6 -0.8
H -0.620 0.686 1.511 0.0 0.5 -0.5
H 4.203 -0.121 0.631 -0.2 0.3 -0.3
H 4.000 0.088 -1.133 0.3 1.2 -0.8
H 3.366 -1.320 -0.444 0.3 1.9 0.8
H -2.849 -0.906 -1.613 -0.1 0.0 -1.3
H -3.165 0.934 -1.153 0.3 -2.7 0.5
H -3.749 -0.650 -0.234 0.7 1.0 0.0
H -1.133 -2.185 -0.618 -0.2 -0.9 0.5
H -2.011 -1.902 1.124 1.5 -0.5 -1.7
H -0.185 -1.652 0.863 -1.0 -0.1 -0.6
H 1.583 -0.455 -1.594 -0.9 -0.1 1.2
H 2.696 1.731 1.483 -1.0 -1.3 -1.4
H -1.690 2.814 1.290 -0.1 -2.0 -1.0
```
Forces are in eV/Å.



Entry 8:
ORCA calculation (the ωB97M-V functional and the def2-TZVPD basis) on a structure of composition C6H13N2Si.

As for the energy relative to the best compared isomer or geometry (same formula, charge and spin): 1.6353 eV. The charge is +1. The total energy is -17283.28447 eV.

```
22
Properties=species:S:1:pos:R:3:forces:R:3
C -3.155 0.653 -0.379 -0.4 2.3 0.2
C -1.860 1.121 -0.364 -1.7 -1.0 -0.3
C -1.905 -0.847 0.624 3.2 1.0 1.7
C 0.886 -1.462 -1.760 2.5 2.0 4.0
C 1.356 -0.643 1.783 -2.0 1.8 2.1
C 1.429 1.821 -0.271 -1.5 0.1 -2.0
N -3.125 -0.493 0.352 -2.8 -1.4 0.3
N -1.080 0.257 0.332 -0.6 -3.2 -0.6
Si 0.770 0.120 0.171 -0.1 -1.8 -1.6
H -4.086 1.187 -0.697 1.1 -1.0 0.3
H -1.473 1.843 -1.012 0.6 1.4 -0.2
H -1.561 -1.819 1.084 -0.6 1.6 -0.4
H 1.350 -0.875 -2.497 -0.6 1.0 -1.5
H 1.720 -2.128 -1.525 -0.5 -0.3 0.6
H -0.049 -1.921 -1.786 -1.4 -0.5 -0.6
H 0.558 -1.113 2.524 1.5 1.1 -1.7
H 2.105 -1.351 1.632 1.3 -1.3 -0.3
H 1.842 0.232 2.337 -0.7 -1.2 -0.5
H 1.198 2.833 0.079 -0.9 -0.5 0.6
H 2.476 1.826 -0.131 1.5 -0.5 -0.3
H 1.173 1.865 -1.391 0.8 0.0 1.3
H -3.973 -0.954 0.770 1.3 0.4 -1.1
```
Forces are in eV/Å.



Entry 9:
ORCA calculation (the ωB97M-V functional and the def2-TZVPD basis) on a structure of composition C6H13N3.

As for the energy relative to the best compared isomer or geometry (same formula, charge and spin): 5.5024 eV. The total energy is -10897.90970 eV.

```
22
Properties=species:S:1:pos:R:3:forces:R:3
C -0.621 2.290 0.258 -0.2 -0.2 0.4
C -0.538 1.134 -0.693 0.2 1.5 -2.3
N 0.851 0.638 -0.936 -0.2 -0.1 0.8
N -1.462 0.956 -1.562 0.9 -0.3 1.4
H 1.570 1.374 -0.992 -0.5 -0.2 -0.1
H 0.849 0.096 -1.798 0.3 0.0 0.1
H -1.209 0.299 -2.298 0.0 -0.1 0.1
H -1.624 2.307 0.681 0.1 0.1 0.1
H 0.112 2.255 1.063 -0.1 -0.2 0.0
H -0.460 3.223 -0.294 0.0 -0.2 -0.1
C -1.330 -1.779 0.398 0.0 0.1 -0.2
C -0.460 -0.690 0.961 1.6 -0.5 0.2
C 1.309 -0.547 0.264 -2.4 -0.4 0.9
C 1.997 -1.549 -0.346 0.3 -0.1 -0.8
N -0.706 -0.228 2.124 0.0 -0.1 -0.6
H 0.004 0.447 2.425 0.0 -0.1 -0.1
H 1.747 -0.227 1.206 0.0 0.8 0.0
H -2.253 -1.341 0.009 0.0 -0.1 0.1
H -0.832 -2.309 -0.420 0.1 0.1 0.1
H -1.586 -2.504 1.174 0.0 0.1 0.0
H 2.761 -2.103 0.182 0.1 0.3 0.0
H 1.880 -1.743 -1.406 -0.3 -0.5 0.1
```
Forces are in eV/Å.



Entry 10:
ORCA calculation (the ωB97M-V functional and the def2-TZVPD basis) on a cluster of 3 separate species, C6H13N3 in total.

As for the energy relative to the best compared isomer or geometry (same formula, charge and spin): 6.5938 eV. The total energy is -10896.81832 eV.

```
22
Properties=species:S:1:pos:R:3:forces:R:3
C -0.748 -2.311 0.823 -0.5 -1.2 0.4
C 0.215 -0.569 -1.518 -0.1 0.2 0.1
C 0.501 -3.108 0.908 0.0 -0.2 0.1
N 0.170 -0.319 -0.091 -0.9 0.5 0.5
C -0.686 0.278 0.570 1.2 -0.5 -0.4
C 0.409 2.249 -0.409 0.3 1.4 0.2
N -0.378 2.848 -1.334 -0.3 -0.1 -0.2
C 1.124 2.806 0.566 0.0 -0.3 -0.1
N -1.477 0.589 1.454 -0.1 0.4 -0.3
H -0.435 2.460 -2.260 0.0 0.1 0.1
H -0.644 3.826 -1.248 0.1 -0.3 0.1
H -1.511 1.579 1.687 0.0 -0.2 0.0
H -1.210 -1.983 1.745 0.1 0.1 -0.1
H -1.445 -2.514 0.018 0.0 0.1 -0.1
H -0.585 -0.054 -2.053 0.0 0.0 0.0
H 1.176 -0.222 -1.897 0.0 0.0 0.0
H 0.129 -1.639 -1.715 0.0 0.0 0.1
H 1.567 2.212 1.353 -0.1 0.0 0.0
H 1.330 3.879 0.583 0.0 -0.1 -0.1
H 1.223 -2.649 1.586 0.0 0.0 -0.1
H 0.300 -4.118 1.299 0.1 0.1 -0.1
H 0.975 -3.240 -0.067 0.0 0.0 0.0
```
Forces are in eV/Å.